Computed, not measured: a cluster of 2 separate species, C5H11N3 in total at a distorted geometry, with ωB97M-V/def2-TZVPD.

Properties
Relative energy (zero: lowest compared OMol25 entry of this formula, charge and spin), eV: 3.9050
Total charge: 0
M, g/mol: 113.16
Gap between HOMO and LUMO, eV: 8.14
HOMO level, eV: -7.385
LUMO, eV: 0.8
Energy, Ha: -361.245886

Element x y z (Å)
C1 0.03 0.70 -0.43
N1 0.40 -2.10 1.65
H1 -1.97 0.88 -0.48
H2 -1.12 -1.32 -2.21
C2 -0.22 -1.61 -1.65
N2 -1.13 1.41 -0.65
C3 0.14 0.78 1.75
H3 0.63 -1.54 -2.33
H4 1.16 2.25 -1.26
H5 -1.09 2.40 -0.45
N3 1.15 1.29 -0.94
H6 -0.73 0.55 2.36
C4 0.08 -1.22 0.84
H7 0.15 1.87 1.60
H8 2.02 0.84 -0.71
H9 -0.32 -2.66 -1.37
H10 1.07 0.52 2.25
H11 -0.23 -2.25 2.44
C5 -0.03 -0.77 -0.41

These are the Mulliken partial charges, in e, on atoms 1 to 6: 0.656, -0.707, 0.255, 0.294, -1.270, -0.458